1.
C29H32AgN2O2P2S2 as an isolated structure, computed with ωB97M-V/def2-TZVPD.

Output
- Charge: -1
- Relative energy (zero: lowest compared OMol25 entry of this formula, charge and spin): 15.58 kcal per mole
- Kohn-Sham gap: 6.126 eV

CARTESIAN COORDINATES (ANGSTROEM)
Ag: -0.388456 -0.320855 -0.595814
O: -1.510801 -3.109872 0.397982
C: -0.802333 -2.147278 0.704613
C: -0.112229 -2.306357 2.074663
C: 0.071097 -3.574771 2.612690
C: 0.728595 -3.752113 3.819946
C: 1.197667 -2.642306 4.510272
C: 1.015602 -1.369149 3.988245
C: 0.375076 -1.187016 2.762627
P: 0.156420 0.445613 1.954134
C: -1.619656 0.767213 2.297488
C: -2.337330 1.498670 1.354261
C: -3.683411 1.776833 1.549971
C: -4.325665 1.324032 2.693305
C: -3.621403 0.583794 3.634962
C: -2.276843 0.304863 3.435143
C: 0.952077 1.584931 3.165477
C: 0.269959 2.510755 3.951290
C: 0.962818 3.418073 4.746510
C: 2.348299 3.412502 4.775185
C: 3.042228 2.498172 3.990648
C: 2.349859 1.608159 3.186346
H: -0.333224 -4.416385 2.061340
H: 0.866889 -4.746700 4.228432
H: 1.705018 -2.764000 5.460363
H: 1.377120 -0.513567 4.544801
H: -1.842496 1.817779 0.444166
H: -4.230931 2.322413 0.790871
H: -5.378640 1.530336 2.842955
H: -4.122742 0.212581 4.520949
H: -1.734667 -0.289038 4.162601
H: -0.812524 2.526828 3.947525
H: 0.409556 4.129803 5.347878
H: 2.885620 4.118721 5.396388
H: 4.125486 2.487498 3.994608
H: 2.900694 0.917620 2.555796
C: 0.776040 5.025514 -0.414062
P: 0.056696 3.598343 -1.262012
C: -1.711485 3.926460 -1.312356
C: 0.638067 3.732408 -2.956089
O: 0.404963 2.321355 -0.578224
H: 0.525442 5.962742 -0.914822
H: 1.859683 4.906809 -0.385775
H: 0.406380 5.049331 0.611820
H: -1.939811 4.803683 -1.920332
H: -2.068704 4.084269 -0.293054
H: -2.203355 3.040738 -1.724157
H: 0.372639 4.698985 -3.388456
H: 0.192174 2.936961 -3.554515
H: 1.722188 3.613076 -2.967373
S: -2.245439 0.367490 -2.356669
C: -1.656272 1.116849 -3.833120
C: -0.499313 0.672613 -4.491586
C: -0.056444 1.279239 -5.657238
C: -0.742176 2.357065 -6.207912
C: -1.891955 2.808393 -5.571627
C: -2.342529 2.196090 -4.410225
H: 0.061978 -0.151318 -4.066301
H: 0.841895 0.905294 -6.136772
H: -0.390444 2.832375 -7.115642
H: -2.448747 3.642822 -5.984710
H: -3.246393 2.549666 -3.926752
N: 0.639321 -4.071889 -1.431916
C: 0.353559 -2.941742 -2.137997
N: -0.924319 -2.790761 -2.510127
S: 1.550594 -1.819960 -2.508083
H: -0.098707 -4.388261 -0.814620
H: 1.552706 -4.046837 -1.009204
H: -1.612911 -3.228994 -1.910272
H: -1.203196 -1.857955 -2.806181

Cartesian forces (eV/Å) of the 3 atoms listed first:
Ag -0.2211 -0.2249 -0.1707
O -0.0290 0.0148 -0.1834
C 0.1747 -0.0599 0.3185

***

2.
C39H38AsBaCl4N11O4P2 as an isolated structure, computed with ωB97M-V/def2-TZVPD.

Output
- Charge: -2
- Relative energy (zero: lowest compared OMol25 entry of this formula, charge and spin): 51.97 kcal per mole
- Kohn-Sham gap: 5.056 eV

CARTESIAN COORDINATES (ANGSTROEM)
Ba: -0.798301 1.819224 -1.496514
N: 2.567405 4.050865 -2.170537
C: 2.597605 2.747729 -2.622298
N: 3.719582 2.208554 -3.100143
N: 3.360971 0.953832 -3.422581
N: 2.113287 0.758602 -3.143020
N: 1.578921 1.890001 -2.622077
C: 1.496635 4.755896 -1.642800
N: 1.610567 6.046280 -1.340374
N: 0.423633 6.350105 -0.776107
N: -0.335251 5.308310 -0.748596
N: 0.316630 4.250412 -1.295343
H: 3.376426 4.601953 -2.391106
O: 1.018092 -1.274901 -0.795409
P: 2.046295 -1.439412 0.244366
C: 2.515578 0.149057 1.028426
P: 1.159967 1.154894 1.708266
O: 0.163351 1.435944 0.656837
C: 1.912393 2.680300 2.311174
C: 1.902236 3.123184 3.628760
C: 2.375159 4.392497 3.932002
C: 2.830828 5.227455 2.922148
C: 2.831648 4.796433 1.602467
C: 2.383343 3.521141 1.301686
C: 0.379109 0.327347 3.108454
C: -0.993030 0.119858 2.988364
C: -1.691614 -0.448762 4.044521
C: -1.030642 -0.797088 5.212453
C: 0.336144 -0.580552 5.335519
C: 1.039950 -0.019992 4.283777
C: 1.535878 -2.639450 1.503510
C: 2.262591 -2.972094 2.642957
C: 1.811327 -3.968561 3.492620
C: 0.624738 -4.632532 3.211192
C: -0.107346 -4.298143 2.082066
C: 0.346449 -3.307159 1.223620
C: 3.634045 -2.021213 -0.407620
C: 4.016149 -1.410020 -1.601807
C: 5.219822 -1.748043 -2.199872
C: 6.039345 -2.706192 -1.618066
C: 5.651002 -3.331343 -0.440704
C: 4.449550 -2.991019 0.164505
H: 2.873183 0.740261 0.175038
H: 3.345477 0.033129 1.730597
H: 1.499527 2.498897 4.416847
H: 2.358086 4.739657 4.958076
H: 3.159683 6.231658 3.159836
H: 3.127557 5.456756 0.797365
H: 2.352762 3.203679 0.266358
H: -1.502334 0.424583 2.076734
H: -2.759622 -0.603463 3.954271
H: -1.581740 -1.237397 6.035042
H: 0.850608 -0.852017 6.249462
H: 2.108062 0.147349 4.379043
H: 3.181857 -2.445577 2.878323
H: 2.377817 -4.219078 4.381492
H: 0.267975 -5.405792 3.881402
H: -1.037646 -4.808600 1.862049
H: -0.212663 -3.032969 0.335424
H: 3.370456 -0.680724 -2.077416
H: 5.502157 -1.255620 -3.121515
H: 6.979037 -2.974054 -2.086716
H: 6.281931 -4.090113 0.007119
H: 4.146917 -3.500991 1.071559
Cl: -7.786772 1.964740 0.129729
C: -6.290464 1.994483 -0.758445
C: -6.269161 2.401334 -2.071597
Cl: -7.739358 2.881918 -2.866714
C: -5.046095 2.432461 -2.763365
Cl: -5.005684 2.952059 -4.424267
C: -3.827423 2.053887 -2.192640
O: -2.696852 2.121765 -2.811869
C: -3.853312 1.592002 -0.800456
O: -2.755575 1.229864 -0.229975
C: -5.090423 1.600862 -0.142598
Cl: -5.097378 1.218840 1.562226
C: -5.051295 -4.047901 0.029574
N: -4.055818 -3.015396 0.199078
C: -4.124250 -2.142935 1.357635
C: -2.996521 -2.959952 -0.587517
N: -2.056922 -2.869743 -1.256560
H: -4.973449 -4.817690 0.807666
H: -4.924775 -4.518036 -0.943020
H: -6.049170 -3.605962 0.076455
H: -3.851229 -2.679806 2.275374
H: -5.134096 -1.748339 1.454469
H: -3.456174 -1.296346 1.206338
C: -2.797270 -1.097309 -4.044496
As: -1.022175 -0.484797 -3.454962
C: -0.690571 0.622216 -5.045037
C: -0.006054 -2.060051 -4.026946
H: -2.817591 -1.198951 -5.131705
H: -3.544719 -0.365526 -3.737559
H: -3.016500 -2.057899 -3.580311
H: -0.893703 0.037156 -5.944847
H: 0.344017 0.960258 -5.047785
H: -1.363728 1.479367 -5.005670
H: -0.305046 -2.374093 -5.029837
H: -0.184448 -2.862433 -3.312125
H: 1.050398 -1.793052 -4.013371

Cartesian forces (eV/Å) of the 3 atoms listed first:
Ba 1.2228 0.8537 -0.1023
N 0.0654 0.0368 -0.0002
C 0.0318 -0.0909 -0.0388

***

3.
One molecule with the formula C8H10ClNOS, computed with ωB97M-V/def2-TZVPD.

Output
- Relative energy (zero: lowest compared OMol25 entry of this formula, charge and spin): 50.08 kcal per mole
- Kohn-Sham gap: 7.946 eV

CARTESIAN COORDINATES (ANGSTROEM)
C: -0.357480 0.004218 -1.549415
C: -0.247672 0.437639 -0.110190
C: 0.177333 1.765515 0.254494
C: 1.281021 2.188591 1.022223
C: 1.502202 3.545198 1.264405
C: 0.795652 4.449526 0.508295
Cl: 1.248368 6.135020 0.402855
N: -0.205906 4.066871 -0.222527
C: -0.608811 2.772845 -0.313074
S: 0.247398 -0.772386 0.975014
C: -0.566550 -2.356333 0.554181
O: 0.033209 -0.308289 2.336013
H: -0.810583 -0.907543 -1.527911
H: -0.798476 0.810255 -2.160722
H: 0.660536 0.031930 -2.113431
H: 1.713706 1.450737 1.737896
H: 2.377731 3.821555 1.737959
H: -1.487167 2.637551 -0.756436
H: 1.519181 -1.397257 1.121522
H: -1.600246 -2.186647 0.682075
H: -0.279811 -3.152949 1.236912
H: -0.165076 -2.691451 -0.388235

Cartesian forces (eV/Å) of the 3 atoms listed first:
C 3.0948 3.6227 -0.8420
C 1.0065 -2.6850 0.7356
C -0.1770 1.1304 -0.4961

***

4.
An isolated ion of composition CH3O2S2 and charge -1, computed with ωB97M-V/def2-TZVPD.

Output
- Charge: -1
- Relative energy (zero: lowest compared OMol25 entry of this formula, charge and spin): 54.14 kcal per mole
- Kohn-Sham gap: 7.830 eV

CARTESIAN COORDINATES (ANGSTROEM)
C: 0.075808 -0.212621 0.479887
O: 1.947009 -1.198835 -1.309013
O: -0.433875 -1.643853 -1.559481
S: -1.147433 0.970969 -0.919334
S: 0.778087 -1.657441 -0.554481
H: 0.709320 0.282947 1.054560
H: -0.824976 -0.572716 1.052902
H: -0.944816 -0.419869 -1.377579

Cartesian forces (eV/Å) of the 3 atoms listed first:
C -5.3417 -1.6441 -3.8836
O 0.9117 0.2875 0.3664
O 0.7178 -0.7353 1.2223